The following is a DFT calculation (ωB97M-V with the def2-TZVPD basis set) of C7H17Cl3F2P2S4SbSiTc as an isolated structure in a non-equilibrium geometry.

Output
* multiplicity: 1
* net charge: +2
* E_tot: -129059.7975 eV

The geometry in XYZ format:
```
38
Properties=species:S:1:pos:R:3:lowdin_charge:R:1
Tc 0.3757 0.9541 -0.0786 0.45
C -2.2222 -0.8978 -1.7978 -0.22
P -1.6614 -0.3580 -0.1619 0.73
C -3.0459 0.5623 0.5539 -0.21
C -1.5307 -1.8764 0.8318 -0.36
C -0.2423 -2.5863 0.4521 -0.35
P 1.1361 -1.3910 0.1489 0.77
C 2.2683 -1.7031 1.5338 -0.23
C 1.8689 -2.1329 -1.3423 -0.25
H -1.4603 -1.5063 -2.2847 0.05
H -2.4363 -0.0343 -2.4273 0.03
H -3.1346 -1.4844 -1.6846 0.08
H -3.9083 -0.1054 0.6027 0.08
H -3.2957 1.4215 -0.0670 0.05
H -2.7999 0.8922 1.5627 0.06
H -2.4056 -2.5027 0.6439 0.11
H -1.5405 -1.5988 1.8843 0.09
H -0.3771 -3.1609 -0.4653 0.09
H 0.0670 -3.2857 1.2292 0.11
H 2.6065 -2.7375 1.4629 0.08
H 1.7306 -1.5618 2.4715 0.06
H 3.1252 -1.0345 1.5193 0.01
H 2.0826 -3.1824 -1.1343 0.08
H 2.7873 -1.6425 -1.6478 -0.02
H 1.1503 -2.0704 -2.1604 0.06
S -0.4823 5.9556 -2.6321 -0.09
Sb -1.1268 6.6872 -0.6399 0.72
S 0.2797 3.3997 -0.6643 -0.19
S -0.8291 2.0814 -1.6866 0.24
S -0.8616 4.4397 0.6567 -0.05
Cl 3.3412 2.8360 0.3853 0.37
Si 2.9573 1.2730 -0.8329 -0.74
Cl 4.4317 -0.0675 -0.5969 0.43
Cl 2.6737 1.7456 -2.7681 0.36
F 1.3751 1.2836 2.1822 -0.04
C 0.0212 1.1730 1.9634 -0.45
F -0.4249 0.1314 2.7077 0.00
H -0.4931 2.0844 2.2804 0.09
```